[1]
Below is C34H38N13ORe as an isolated structure at a distorted geometry, with properties calculated with the ωB97M-V functional and the def2-TZVPD basis.

relative energy (zero: lowest compared OMol25 entry of this formula, charge and spin): 1.4276 eV
<S²>: 1.2095
E_HOMO (spin up / spin down): -0.5624 / -0.5719 hartree
orbital gap (spin up / spin down): 0.25085 / 0.21637 Ha

```
! wB97M-V def2-TZVPD RIJCOSX def2/J DEFGRID3
* xyz 3 2
Re -0.27 0.17 0.25
C 0.25 -0.55 4.54
C 0.46 -0.11 3.24
N -0.18 -0.63 2.19
C -1.02 -1.68 2.40
C -1.30 -2.18 3.68
C -0.66 -1.56 4.77
C -2.14 -3.31 3.80
C -2.55 -3.98 2.67
C -2.22 -3.51 1.39
C -1.54 -2.30 1.23
N -1.18 -1.70 0.03
C -1.69 -2.22 -1.19
C -3.01 -2.63 -1.31
C -3.49 -3.28 -2.46
C -2.64 -3.55 -3.49
C -1.30 -3.09 -3.45
C -0.39 -3.32 -4.51
C 0.87 -2.80 -4.44
C 1.20 -2.02 -3.32
N 0.40 -1.81 -2.30
C -0.83 -2.36 -2.33
H 0.80 -0.09 5.35
H 1.17 0.68 3.02
H -0.87 -1.89 5.78
H -2.41 -3.67 4.79
H -3.12 -4.89 2.77
H -2.47 -4.12 0.54
H -3.70 -2.41 -0.50
H -4.53 -3.57 -2.52
H -2.99 -4.10 -4.37
H -0.71 -3.91 -5.36
H 1.59 -2.96 -5.23
H 2.18 -1.54 -3.27
C -4.59 1.64 -0.22
C -3.34 1.46 0.58
O -2.46 0.64 0.22
N -3.19 2.20 1.68
C -2.06 1.97 2.56
C -0.82 2.73 2.15
C -0.59 3.97 2.72
C 0.56 4.68 2.41
C 1.45 4.11 1.52
C 1.15 2.89 0.97
N 0.04 2.19 1.26
H -4.81 0.72 -0.77
H -4.42 2.43 -0.96
H -5.44 1.92 0.39
H -3.92 2.84 1.95
H -1.87 0.91 2.57
H -2.34 2.27 3.57
H -1.30 4.37 3.43
H 0.76 5.65 2.86
H 2.38 4.61 1.25
H 1.83 2.44 0.26
C 4.72 2.01 -1.35
C 3.43 1.95 -2.15
N 2.44 1.18 -1.39
C 2.72 0.23 -0.48
N 1.68 -0.42 0.10
C 2.06 -1.76 0.60
C 3.23 -1.63 1.56
C 4.40 -1.07 0.79
N 3.99 -0.04 -0.19
C 5.09 0.59 -0.95
H 4.59 2.63 -0.46
H 5.52 2.44 -1.95
H 3.62 1.48 -3.12
H 3.03 2.95 -2.34
H 1.49 1.18 -1.72
H 2.34 -2.39 -0.26
H 1.21 -2.23 1.06
H 3.49 -2.59 2.00
H 2.95 -0.95 2.37
H 4.91 -1.87 0.24
H 5.14 -0.62 1.46
H 5.31 -0.01 -1.84
H 5.97 0.58 -0.32
N -1.38 4.17 -3.11
N -1.27 2.89 -2.69
N -1.80 1.90 -3.40
C -1.39 0.85 -2.70
N -0.66 1.21 -1.64
N -0.60 2.56 -1.64
H -2.05 4.31 -3.84
H -1.23 4.87 -2.40
H -1.63 -0.16 -2.98
*
```

[2]
Below is C34H39BiN5O as an isolated structure at a distorted geometry, with properties calculated with the ωB97M-V functional and the def2-TZVPD basis.

relative energy (zero: lowest compared OMol25 entry of this formula, charge and spin): 1.5917 eV
E_HOMO (spin up / spin down): -0.0926 / -0.0978 hartree
orbital gap (spin up / spin down): 0.17058 / 0.17589 Ha

```
! wB97M-V def2-TZVPD RIJCOSX def2/J DEFGRID3
* xyz -1 1
Bi -0.73 -0.35 -0.50
N 0.59 -3.42 2.58
N -0.01 -2.98 -1.96
C 0.85 2.25 -0.34
C 1.88 1.29 -0.05
C 1.79 0.96 1.33
C 2.51 -0.14 2.01
H 3.46 -0.36 1.51
H 1.93 -1.08 2.00
H 2.70 0.12 3.06
C 0.72 1.71 1.90
C 0.28 1.64 3.31
H 0.75 2.44 3.91
H 0.55 0.69 3.78
H -0.81 1.77 3.39
C 0.17 2.54 0.89
C -0.91 3.54 1.08
H -1.80 3.08 1.54
H -1.20 4.01 0.14
H -0.56 4.34 1.76
C 2.81 0.69 -1.05
H 3.70 1.33 -1.18
H 2.34 0.59 -2.05
H 3.17 -0.30 -0.74
C 0.57 2.86 -1.67
H -0.46 3.22 -1.76
H 0.76 2.16 -2.50
H 1.24 3.73 -1.84
C -0.18 -4.11 3.44
H 0.25 -4.19 4.42
C -1.45 -4.68 3.15
H -2.01 -5.19 3.92
C -1.90 -4.63 1.82
H -2.85 -5.05 1.55
C -1.20 -3.85 0.94
H -1.45 -3.79 -0.13
C -0.14 -3.04 1.46
C 0.38 -1.85 0.81
H 1.34 -2.19 0.36
C -0.52 -1.74 -2.19
C 0.64 -3.43 -3.08
H 1.48 -4.14 -2.93
C 0.34 -2.58 -4.10
H 0.54 -2.72 -5.13
N -0.33 -1.49 -3.55
C -0.48 -0.21 -4.21
C 0.51 0.20 -5.11
C 0.33 1.34 -5.87
H 1.13 1.61 -6.60
C -0.82 2.15 -5.74
C -0.97 3.40 -6.55
H -1.48 4.16 -5.94
H -1.55 3.21 -7.45
H 0.02 3.77 -6.83
C -1.80 1.76 -4.80
H -2.71 2.39 -4.66
C -1.66 0.57 -4.06
C -2.82 0.13 -3.22
H -3.19 -0.89 -3.44
H -3.69 0.80 -3.39
H -2.61 0.18 -2.13
C 1.81 -0.52 -5.30
H 1.78 -1.54 -5.71
H 2.44 -0.53 -4.39
H 2.33 -0.03 -6.13
N -7.21 0.90 1.86
C -6.10 0.87 1.05
O -6.06 1.27 -0.10
C -4.92 0.21 1.71
C -4.96 -0.53 2.90
C -3.78 -1.06 3.41
C -2.59 -0.89 2.70
N -2.56 -0.27 1.50
C -3.69 0.33 1.06
H -8.01 1.48 1.44
H -7.21 0.83 2.83
H -5.90 -0.70 3.41
H -3.75 -1.60 4.35
H -1.64 -1.28 3.10
H -3.60 0.90 0.13
*
```

[3]
Below is C34H39BrN4O2P2Tc as an isolated structure at a distorted geometry, with properties calculated with the ωB97M-V functional and the def2-TZVPD basis.

<S²>: 3.8120
E_HOMO (spin up / spin down): -0.4657 / -0.4657 hartree
orbital gap (spin up / spin down): 0.20483 / 0.11260 Ha

```
! wB97M-V def2-TZVPD RIJCOSX def2/J DEFGRID3
* xyz 2 4
Tc -0.02 1.08 -2.85
C -1.87 1.15 -5.40
C -1.39 -0.10 -5.53
C -0.38 -0.42 -6.60
C 0.90 0.40 -6.42
C 1.16 0.89 -4.98
C 0.49 2.03 -4.45
C -0.31 3.01 -5.27
C -1.33 2.32 -6.18
C 1.53 1.01 -0.93
H -2.85 1.31 -5.01
H -2.02 -0.94 -5.23
H -0.83 -0.18 -7.58
H -0.17 -1.50 -6.58
H 1.72 -0.28 -6.69
H 0.96 1.20 -7.19
H 2.25 0.73 -4.78
H 1.02 2.54 -3.57
H 0.43 3.54 -5.87
H -0.80 3.71 -4.57
H -2.12 3.05 -6.42
H -0.88 2.00 -7.13
H 1.11 2.02 -0.68
H 2.61 1.19 -0.93
H 1.30 0.43 -0.01
P 1.56 -0.45 -2.56
P -1.82 -0.59 -2.73
N 3.26 0.30 -2.96
N 2.35 -1.70 -1.39
N -3.41 0.61 -2.92
N -2.91 -1.68 -1.82
C 0.77 -1.70 -3.73
C -0.71 -2.08 -3.43
C 3.56 1.66 -2.94
C 4.80 1.89 -3.51
C 5.30 0.62 -3.94
C 4.32 -0.33 -3.62
C 3.48 -1.43 -0.61
C 4.20 -2.60 -0.40
C 3.51 -3.64 -1.07
C 2.36 -3.08 -1.61
C -3.29 1.96 -2.56
C -4.21 2.75 -3.25
C -5.05 1.85 -3.97
C -4.54 0.56 -3.74
C -4.18 -2.14 -2.19
C -4.71 -2.94 -1.17
C -3.71 -2.99 -0.14
C -2.61 -2.30 -0.60
H 1.38 -2.62 -3.74
H 0.88 -1.30 -4.75
H -1.18 -2.47 -4.36
H -0.77 -2.86 -2.66
H 2.92 2.37 -2.47
H 5.28 2.85 -3.64
H 6.26 0.42 -4.41
H 4.33 -1.41 -3.74
H 3.67 -0.45 -0.22
H 5.13 -2.69 0.15
H 3.81 -4.67 -1.19
H 1.52 -3.57 -2.08
H -2.57 2.25 -1.80
H -4.20 3.84 -3.20
H -5.86 2.16 -4.61
H -4.90 -0.35 -4.16
H -4.60 -1.91 -3.14
H -5.66 -3.46 -1.16
H -3.75 -3.50 0.82
H -1.64 -2.17 -0.17
Br -3.59 2.76 0.97
C -2.63 1.58 2.05
C -2.93 1.42 3.42
C -2.31 0.42 4.19
C -1.37 -0.44 3.63
C -1.01 -0.25 2.31
C -1.61 0.75 1.54
C -1.25 0.88 0.07
O -1.08 -0.24 -0.55
O -1.04 1.99 -0.50
H -3.64 2.11 3.88
H -2.55 0.32 5.25
H -0.91 -1.24 4.19
H -0.28 -0.89 1.81
*
```